Model 1:
Entry from the Open Molecules 2025 dataset: a gas-phase ion, C5H10NO (charge +1) (ωB97M-V/def2-TZVPD).

The geometry in XYZ format:
```
17
Properties=species:S:1:pos:R:3:nbo_charge:R:1
C 1.84873 0.75969 0.37141 0.47
C -0.76508 0.86628 0.57055 -0.45
H 0.62061 2.51147 0.72932 0.27
H -1.60282 1.50136 0.30701 0.26
C -1.04596 -0.51652 0.00048 0.14
H -2.04488 -1.32243 1.60137 0.24
H -0.89316 0.64986 1.63972 0.26
H 0.53075 -0.80535 -1.11315 0.47
H -0.71294 -1.69461 -1.68616 0.45
H 0.63414 1.89600 -0.79271 0.24
H 2.72176 1.27205 0.77964 0.16
H -0.64078 -0.04647 -2.01142 0.44
O 1.96916 -0.37364 -0.03131 -0.55
H -2.16122 -2.27948 -0.00035 0.22
C 0.56392 1.52567 0.24827 -0.55
C -1.80884 -1.42617 0.55659 -0.34
N -0.48769 -0.76968 -1.33031 -0.72
```

Properties
Molecular weight: 100.1 g mol⁻¹
Kohn-Sham gap: 11.00 eV
Spin multiplicity: 1
Charge: +1
LUMO: -3.5 eV


Model 2:
Entry from the Open Molecules 2025 dataset: a gas-phase ion, C5H10NO (charge +1) (ωB97M-V/def2-TZVPD).

The geometry in XYZ format:
```
17
Properties=species:S:1:pos:R:3:nbo_charge:R:1
N -0.56069 -1.52038 -0.75090 -0.73
H -1.54912 1.06727 1.22965 0.26
C 0.83889 0.72139 -0.15993 -0.14
C 1.00074 2.01921 -0.34380 -0.25
C -1.46291 0.01799 0.95457 -0.65
H -0.90889 -0.49104 1.74100 0.23
H 0.21786 2.67120 -0.68536 0.23
H -1.35870 -2.08515 -0.43748 0.44
H 2.82949 0.25282 0.56455 0.17
H -0.44356 -1.64902 -1.76040 0.44
H 0.35076 -1.80870 -0.23539 0.47
C -0.76645 -0.11196 -0.37757 -0.04
C 1.86705 -0.20261 0.29344 0.41
H -2.47201 -0.39057 0.90899 0.23
H -1.26970 0.44674 -1.16586 0.23
H 1.96225 2.47219 -0.15420 0.23
O 1.72500 -1.40939 0.37869 -0.54
```

Properties
Molecular weight: 100.1 g mol⁻¹
Kohn-Sham gap: 10.32 eV
Spin multiplicity: 1
Charge: +1
LUMO: -4.4 eV


Model 3:
Entry from the Open Molecules 2025 dataset: 2 unconnected molecules or ions with the total composition C5H10NO (ωB97M-V/def2-TZVPD).

The geometry in XYZ format:
```
17
Properties=species:S:1:pos:R:3:nbo_charge:R:1
H 1.81844 2.41469 0.36583 0.27
C -0.95704 0.34233 -0.32834 -0.18
H -2.89226 -0.82561 1.04173 0.27
H -0.58835 -0.65151 -0.56733 0.25
O 2.56607 0.14389 -0.57125 -0.76
H 3.53255 -0.99493 1.05629 0.19
H 2.88620 -1.95619 -0.18630 0.20
H -4.27513 -0.17649 -0.17085 0.26
H 1.75504 -1.05161 0.83407 0.17
C -3.21747 -0.49194 -0.06833 -0.67
C 2.72500 -1.02092 0.30827 -0.26
H 3.36836 0.14316 -1.12734 0.49
C -2.27315 0.61585 -0.09439 0.01
H -2.55124 1.75221 0.13120 0.25
C 1.02012 1.84537 0.17227 0.46
H -2.96976 -1.25724 -0.83192 0.26
N 0.05262 1.16895 0.03642 -0.20
```

Properties
Molecular weight: 100.1 g mol⁻¹
Kohn-Sham gap: 9.40 eV
Spin multiplicity: 1
Charge: +1
LUMO: -4.7 eV


Tell me which of them is the most stable. Sure, it is model 1.


Model 1:
Entry from the Open Molecules 2025 dataset: 2 unconnected molecules or ions with the total composition C5H10NO (ωB97M-V/def2-TZVPD).

The geometry in XYZ format:
```
17
Properties=species:S:1:pos:R:3:nbo_charge:R:1
H -0.02322 1.41822 1.87989 0.23
H -0.06594 1.88997 -0.59731 0.20
C 0.43596 -0.31562 -1.21651 0.59
H -1.99253 1.60850 -0.59988 0.25
C 0.73321 -1.60319 -1.83606 -0.75
H -1.42778 2.36097 1.53273 0.25
O -0.65722 0.00397 -0.69817 -0.36
H 1.82098 -1.69293 -1.92731 0.28
H 0.23774 -2.47496 -1.41560 0.29
N 1.18952 -1.15529 1.12604 -0.39
C -0.93965 1.42732 1.23772 -0.65
H 0.45997 -1.63781 -2.90133 0.31
C -0.96100 1.35000 -0.26100 -0.08
C 0.79351 -1.17931 2.18558 0.16
H 1.20795 0.40181 -1.28057 0.19
H -1.40843 0.55493 1.55693 0.22
H 0.59694 -0.95658 3.21486 0.26
```

Properties
Molecular weight: 100.1 g mol⁻¹
Kohn-Sham gap: 11.39 eV
Spin multiplicity: 1
Charge: +1
LUMO: -4.9 eV


Model 2:
Entry from the Open Molecules 2025 dataset: a gas-phase ion, C5H10NO (charge +1) (ωB97M-V/def2-TZVPD).

The geometry in XYZ format:
```
17
Properties=species:S:1:pos:R:3:nbo_charge:R:1
H 0.06885 -1.35975 -1.45112 0.23
H 0.37812 -1.84977 2.02483 0.27
C -0.45031 2.70495 -1.53939 -0.40
C -0.33322 -1.02407 1.69122 -0.24
C 0.77768 -1.18762 -0.61385 -0.66
O -0.47247 0.87388 -0.07367 -0.53
H -0.70621 -0.37720 2.52379 0.28
H -0.64037 0.61309 -2.13234 0.19
H -0.37487 3.31545 -0.69865 0.23
H 1.20526 -2.03670 -0.07844 0.24
C -0.55098 1.37624 -1.39438 0.08
H -2.03937 -0.74730 0.58994 0.44
H -0.50729 3.12631 -2.60854 0.25
C -0.10512 -0.47136 0.35354 0.45
H 1.51484 -0.40057 -0.93282 0.28
N -1.29683 -1.33122 0.66332 -0.54
H -1.38011 -2.16252 0.14744 0.44
```

Properties
Molecular weight: 100.1 g mol⁻¹
Kohn-Sham gap: 10.00 eV
Spin multiplicity: 1
Charge: +1
LUMO: -3.2 eV


Tell me which of them is the most stable. Sure, it is model 1.


Model 1:
Entry from the Open Molecules 2025 dataset: a gas-phase ion, C5H10NO (charge +1) (ωB97M-V/def2-TZVPD).

The geometry in XYZ format:
```
17
Properties=species:S:1:pos:R:3:nbo_charge:R:1
H 0.29433 -1.96587 1.44906 0.26
C 0.63258 -1.15568 0.86561 -0.44
O 1.30662 -0.76392 -1.42149 -0.71
H -0.27547 -2.11295 -0.74497 0.21
H -1.69402 1.53025 1.35667 0.22
C -0.86109 0.96423 1.82172 -0.17
H 0.21706 2.07815 -1.59844 0.29
H -0.76219 2.54258 -0.16474 0.23
C -0.71459 1.77351 -0.99547 -0.48
H 1.48020 -2.51162 -0.60567 0.24
H -0.80053 0.60972 2.82287 0.23
H -1.61206 1.72570 -1.56868 0.25
N -0.49525 0.48617 -0.45733 -0.08
H 1.43756 -0.76425 1.42454 0.26
C 0.71720 -1.75741 -0.49201 -0.06
C -0.29078 0.13521 0.73481 0.23
H 1.42045 -0.81382 -2.42647 0.53
```

Properties
Molecular weight: 100.1 g mol⁻¹
Kohn-Sham gap (alpha / beta): 8.15 / 7.39 eV
Spin multiplicity: 1
Charge: +1
LUMO (alpha / beta): -6.5 / -7.0 eV


Model 2:
Entry from the Open Molecules 2025 dataset: a gas-phase ion, C5H10NO (charge +1) (ωB97M-V/def2-TZVPD).

The geometry in XYZ format:
```
17
Properties=species:S:1:pos:R:3:nbo_charge:R:1
C -0.06142 0.89162 -2.01442 -0.69
H 0.09671 -2.73192 0.78965 0.24
H -0.39278 2.00969 -2.13841 0.26
N 0.51549 0.55634 0.50092 -0.39
C -0.20578 -1.71420 0.68032 -0.10
H 1.04887 -0.62236 2.17862 0.25
H -1.60261 0.54149 1.22531 0.27
H -0.63054 0.40095 -2.69951 0.28
O -0.70386 -1.23677 -0.55384 -0.48
C -0.87046 1.01688 0.56505 -0.25
C -0.34802 0.36126 -0.66850 0.45
H 2.01734 -1.06563 0.85007 0.26
H 0.92995 0.67910 -2.38688 0.26
H -0.99051 -1.67474 1.44357 0.18
H -1.05431 2.04382 0.69688 0.26
H 1.34735 1.25504 0.44450 0.48
C 0.90458 -0.71056 1.08667 -0.27
```

Properties
Molecular weight: 100.1 g mol⁻¹
Kohn-Sham gap: 11.28 eV
Spin multiplicity: 1
Charge: +1
LUMO: -3.5 eV


Model 3:
Entry from the Open Molecules 2025 dataset: a molecular structure, C5H10NO (ωB97M-V/def2-TZVPD).

The geometry in XYZ format:
```
17
Properties=species:S:1:pos:R:3:nbo_charge:R:1
C -0.08121 0.14267 0.29229 0.01
H 1.36540 1.33072 -0.30533 0.47
N 0.83048 1.16173 0.62438 -0.67
H 1.85563 -1.85891 -0.18918 0.20
H 0.34356 2.02833 0.88034 0.46
C -1.10162 -0.52679 1.08754 -0.43
H -0.07899 -0.41791 -1.90895 0.17
C 1.03013 -2.10109 0.39841 -0.33
C 0.13082 -1.18400 0.51560 -0.05
H -1.68453 0.06353 -1.43093 0.19
H -1.32665 -0.25919 2.10533 0.25
H -1.97481 -0.84039 0.62315 0.24
H -0.11799 1.86760 -2.68865 0.52
O -0.24975 1.62774 -1.73889 -0.74
C -0.67944 0.37516 -1.51475 0.02
H 0.99643 -3.09323 0.93066 0.24
H 1.50163 0.79759 1.27216 0.45
```

Properties
Molecular weight: 100.1 g mol⁻¹
Kohn-Sham gap: 9.97 eV
Spin multiplicity: 1
Charge: +1
LUMO: -3.5 eV


Tell me which of them is the most stable. Sure, it is model 2.


Model 1:
Entry from the Open Molecules 2025 dataset: a single CClF3O2S molecule (ωB97M-V/def2-TZVPD).

The geometry in XYZ format:
```
8
Properties=species:S:1:pos:R:3:nbo_charge:R:1
O -0.87772 1.69032 0.49914 -0.85
F 0.64639 -1.47841 0.62402 -0.30
F 1.71234 0.32271 0.35338 -0.29
F 1.07639 -0.80064 -1.35850 -0.29
O -1.40956 0.35814 -1.52594 -0.86
C 0.72256 -0.40880 -0.12296 0.78
Cl -2.33074 -0.79142 0.79856 -0.16
S -0.98350 0.44195 -0.13874 1.97
```

Properties
Molecular weight: 168.5 g mol⁻¹
Kohn-Sham gap: 11.10 eV
Spin multiplicity: 1
LUMO: -1.0 eV


Model 2:
Entry from the Open Molecules 2025 dataset: a single CClF3O2S molecule (ωB97M-V/def2-TZVPD).

The geometry in XYZ format:
```
8
Properties=species:S:1:pos:R:3:nbo_charge:R:1
O 0.90033 -1.51076 -0.66469 -0.87
F -1.54461 0.41421 -0.92906 -0.29
S 0.53427 -0.68664 0.40760 1.96
F -0.33492 1.82729 0.38094 -0.28
F 0.41414 1.02084 -1.49186 -0.29
C -0.36471 0.82976 -0.46753 0.83
Cl -1.05291 -1.66533 1.33484 -0.22
O 1.44841 -0.22937 1.42976 -0.85
```

Properties
Molecular weight: 168.5 g mol⁻¹
Kohn-Sham gap: 11.64 eV
Spin multiplicity: 1
LUMO: -0.4 eV


Tell me which of them is the most stable. Sure, it is model 2.